# C46H51BN9O16

7 unconnected molecules or ions with the total composition C46H51BN9O16 in a non-equilibrium geometry (ωB97M-V/def2-TZVPD, OMol25).

```
123
Properties=species:S:1:pos:R:3:lowdin_charge:R:1
N 1.13432 1.15901 2.43459 0.126
C 1.17411 1.39938 1.19066 -0.234
C 1.92479 2.60162 0.67202 -0.092
C 1.70585 2.78975 -0.82696 -0.401
C 2.30805 1.61933 -1.60721 -0.051
C 3.82005 1.61383 -1.65140 -0.198
O 4.54240 1.78503 -0.69194 0.067
O 0.31266 2.73848 -1.14092 -0.043
C -0.48931 3.68214 -0.47200 -0.295
C -1.91061 3.51387 -1.03578 -0.077
C -2.20801 4.33222 -2.28966 -0.233
O -3.05418 5.44469 -2.05167 -0.044
C 0.08966 5.10262 -0.61137 -0.027
N 1.12399 5.09672 -1.67772 0.126
C 2.26997 4.11834 -1.41885 -0.042
B 3.45417 4.82599 -0.57889 -0.564
N 4.72694 4.93750 -1.24047 0.196
O 3.22607 5.34609 0.68509 0.141
H 0.60305 0.31127 2.61745 0.051
H 0.68835 0.73082 0.48339 0.110
H 1.55272 3.45150 1.24291 0.117
H 2.97730 2.47417 0.90695 0.127
H 1.95647 1.71483 -2.63598 0.123
H 1.94129 0.66629 -1.23268 0.125
H 4.26005 1.40627 -2.63902 0.117
H -0.56305 3.48403 0.59878 0.150
H -1.97640 2.45853 -1.27768 0.099
H -2.61562 3.70176 -0.22925 0.134
H -1.29076 4.64919 -2.79348 0.102
H -2.74554 3.70321 -2.99507 0.128
H -3.07324 5.65511 -1.11898 0.076
H -0.66766 5.85547 -0.79799 0.139
H 0.60336 5.37800 0.30676 0.136
H 1.53561 6.01954 -1.79482 0.187
H 0.70694 4.87162 -2.58045 0.173
H 2.67886 3.89088 -2.40080 0.151
H 4.74370 5.67734 -1.93630 0.097
H 5.46668 5.16086 -0.58251 0.096
H 3.59771 4.78313 1.37267 0.121
C 5.50827 -4.32369 2.60128 -0.059
C 4.23341 -4.79043 2.89490 -0.054
C 3.12045 -4.08601 2.46810 0.000
C 3.31065 -2.92130 1.74673 -0.149
C 4.57228 -2.43691 1.44816 0.003
C 5.67757 -3.14787 1.88238 -0.051
N 2.13733 -2.18261 1.27392 -0.336
O 1.03739 -2.59930 1.56467 0.087
O 2.32381 -1.17417 0.61618 0.038
H 6.37641 -4.87880 2.92752 0.094
H 4.10539 -5.70636 3.45422 0.111
H 2.12570 -4.44111 2.69087 0.120
H 4.69436 -1.52299 0.88650 0.115
H 6.67286 -2.79101 1.65647 0.105
C 5.55325 -3.41635 -5.64824 -0.059
C 6.04199 -2.16423 -5.29853 -0.059
C 5.17197 -1.09882 -5.14279 -0.006
C 3.81909 -1.31193 -5.33859 -0.150
C 3.31257 -2.54928 -5.69254 0.004
C 4.19230 -3.60697 -5.84791 -0.055
N 2.88665 -0.19423 -5.15622 -0.344
O 3.34697 0.89568 -4.85653 0.035
O 1.70495 -0.40843 -5.30030 0.087
H 6.23602 -4.24684 -5.76573 0.112
H 7.10193 -2.01795 -5.14632 0.111
H 5.54439 -0.12187 -4.87440 0.116
H 2.25280 -2.68897 -5.84445 0.123
H 3.81492 -4.58139 -6.12342 0.113
C -3.34990 -0.27179 -1.67487 -0.069
C -2.24688 -0.18346 -2.51552 -0.076
C -2.24851 -0.83846 -3.73594 -0.004
C -3.36525 -1.57000 -4.09221 -0.144
C -4.46985 -1.67336 -3.26676 0.018
C -4.45977 -1.01673 -2.04498 -0.050
N -3.37739 -2.25337 -5.39680 -0.357
O -2.38399 -2.16134 -6.08747 0.075
O -4.37707 -2.86529 -5.70086 0.087
H -3.34637 0.24525 -0.72264 0.102
H -1.38078 0.39675 -2.22033 0.089
H -1.39583 -0.77858 -4.39621 0.113
H -5.32876 -2.25390 -3.56807 0.124
H -5.31099 -1.08222 -1.38838 0.066
C 11.80500 -6.52364 5.06433 -0.064
C 12.14615 -5.22154 4.72340 -0.060
C 11.40775 -4.53586 3.77360 -0.002
C 10.33222 -5.17221 3.18221 -0.149
C 9.97898 -6.46991 3.50353 -0.004
C 10.72547 -7.14730 4.45295 -0.061
N 9.53477 -4.44283 2.18671 -0.346
O 9.87352 -3.31417 1.90409 0.081
O 8.57318 -5.00914 1.70369 0.057
H 12.38244 -7.05429 5.80918 0.110
H 12.98794 -4.73856 5.19899 0.110
H 11.66638 -3.52388 3.50156 0.120
H 9.13836 -6.94707 3.02309 0.119
H 10.46384 -8.16221 4.71688 0.110
C -7.89276 -0.28753 4.52346 -0.071
C -8.40366 -1.34493 3.78257 -0.055
C -8.11799 -1.44870 2.43110 0.001
C -7.32011 -0.48294 1.84553 -0.148
C -6.80745 0.58185 2.56473 -0.003
C -7.09952 0.67623 3.91434 -0.068
N -7.00309 -0.59511 0.41813 -0.338
O -7.47763 -1.52159 -0.20214 0.090
O -6.27107 0.24518 -0.07663 0.047
H -8.11924 -0.20732 5.57728 0.111
H -9.02625 -2.08988 4.25760 0.111
H -8.51143 -2.26679 1.84683 0.121
H -6.19347 1.32708 2.08252 0.116
H -6.71278 1.50363 4.49234 0.112
C -12.72621 2.55684 1.04562 -0.066
C -12.79746 1.64489 2.09020 -0.061
C -11.87229 1.69412 3.11966 -0.002
C -10.88843 2.66466 3.08324 -0.149
C -10.79704 3.57870 2.05023 -0.004
C -11.72587 3.51965 1.02468 -0.063
N -9.91324 2.72996 4.18061 -0.348
O -9.99801 1.89923 5.05991 0.068
O -9.06793 3.59982 4.13753 0.072
H -13.45350 2.51795 0.24595 0.109
H -13.57637 0.89568 2.10472 0.110
H -11.91980 0.98933 3.93583 0.120
H -10.01758 4.32526 2.04387 0.118
H -11.67087 4.22757 0.20975 0.109
```

## Properties
Total charge = +1
Kohn-Sham gap = 8.438 eV
HOMO level = -0.4145 hartree



# C7H9N3O2

C7H9N3O2 in the gas phase in a non-equilibrium geometry (ωB97M-V/def2-TZVPD, OMol25).

```
21
Properties=species:S:1:pos:R:3:lowdin_charge:R:1
C -0.54540 -0.33079 -0.91926 -0.152
C -0.61858 0.94325 -0.34344 -0.155
C -1.83008 0.99354 0.30637 -0.022
C 0.50175 1.89273 -0.03506 -0.393
C 1.88905 -0.12396 0.16088 -0.021
C -3.80506 -0.37060 0.26725 -0.067
C 3.75559 -1.61504 0.12840 -0.127
N -1.65157 -0.94533 -0.70499 0.095
N -2.43999 -0.15158 0.04596 -0.215
N 1.75665 1.24638 0.03414 0.102
O 0.34553 3.06478 0.26263 0.076
O 3.22033 -0.36266 -0.02633 -0.155
H 0.23866 -0.68105 -1.58117 0.113
H -2.29979 1.89260 0.87686 0.179
H -4.13257 -1.37232 0.58964 0.082
H -4.18289 0.30983 1.14275 0.122
H -4.49724 -0.20639 -0.64104 0.112
H 2.92329 -2.44506 0.35591 0.140
H 4.62187 -1.55966 0.79595 0.091
H 4.12116 -1.90785 -0.81182 0.057
H 2.62928 1.72920 0.09634 0.138
```

## Properties
Energy above the lowest of the compared OMol25 structures with the same formula, charge and spin = 91.2 kcal per mole
Kohn-Sham gap = 9.596 eV
HOMO level = -0.3259 hartree



What is the HOMO level in the first record? -0.4145 hartree



Among the records above, which one has the lowest HOMO level? C46H51BN9O16



Among the records above, which one has the highest HOMO level? C7H9N3O2



The lowest HOMO level belongs to which entry? C46H51BN9O16